This record from the OMol25 dataset describes C6H12Ag2BBr6F4 as an isolated structure in a non-equilibrium geometry. The level of theory is ωB97M-V/def2-TZVPD.

Structure (XYZ):
```
31
Properties=species:S:1:pos:R:3:forces:R:3:lowdin_charge:R:1
Ag 3.28807 -1.45976 -0.16789 0.3 -0.2 0.3 0.95
Ag 1.21233 0.32799 -2.34476 -0.1 0.4 -0.6 0.96
B 0.81465 -0.23150 0.22389 -1.6 0.2 3.1 -1.46
F 1.99277 0.51093 0.17235 2.0 0.1 -1.4 0.08
F 0.50740 -0.29704 1.53265 -0.7 -0.1 0.8 0.22
F -0.11418 0.42011 -0.54480 -0.9 0.8 -1.1 0.12
F 0.91579 -1.52934 -0.26113 1.2 -1.1 -1.2 0.10
Br -2.09559 -4.99081 -2.93905 -0.8 -0.2 0.1 0.64
C -0.69368 -4.54906 -1.67530 -0.2 -0.1 -1.5 -0.68
C 0.57440 -4.90221 -2.42823 1.1 0.3 1.1 -0.76
Br 0.91186 -6.83015 -2.61787 -0.2 0.9 0.0 0.62
H -0.85519 -5.05175 -0.72172 0.1 0.0 -0.3 0.07
H -0.79806 -3.46625 -1.60657 0.3 -0.1 0.4 0.03
H 1.40609 -4.49074 -1.85631 0.3 -0.4 0.4 0.03
H 0.69746 -4.38060 -3.37737 -0.6 -0.5 -0.2 0.05
Br 2.96834 2.93015 3.68441 -0.1 0.1 -0.1 0.64
C 2.21302 3.20576 1.90112 0.0 -0.9 0.3 -0.73
C 2.29309 4.64375 1.49985 0.6 0.8 0.1 -0.68
Br 2.47976 4.76096 -0.44687 -0.5 0.0 0.0 0.60
H 1.18992 2.83346 1.95364 0.0 0.2 0.0 0.06
H 2.74998 2.51405 1.25204 0.1 0.5 0.1 0.01
H 3.17803 5.18495 1.83463 0.1 -0.6 0.1 0.04
H 1.47209 5.24376 1.89231 -0.3 -0.2 -0.5 0.08
Br -4.33622 0.79941 -1.40868 0.9 -0.1 0.9 0.55
C -3.17530 0.56558 0.20723 -0.8 0.0 0.7 -0.66
C -3.07445 1.83896 1.10369 0.2 -0.9 -0.6 -0.65
Br -4.83198 2.19708 1.95647 1.1 0.0 -0.5 0.60
H -2.25620 0.06203 -0.09241 0.1 0.9 -0.3 0.02
H -3.63409 -0.22542 0.80048 -0.5 0.2 -0.1 0.04
H -2.65340 2.69506 0.57651 -0.8 0.2 -0.2 0.06
H -2.34681 1.67069 1.89762 -0.3 -0.4 0.2 0.05
```
Positions in Å, forces in eV/Å.

The HOMO energy is -11.99 eV. For the total energy, the calculation gives -16398.002274 a.u. The net charge is +1. Its energy relative to the best compared isomer or geometry (same formula, charge and spin) is 176.6 kJ/mol.



This record from the OMol25 dataset describes one molecule with the formula C12H14N2O in a non-equilibrium geometry. The level of theory is ωB97M-V/def2-TZVPD.

Structure (XYZ):
```
29
Properties=species:S:1:pos:R:3:forces:R:3:lowdin_charge:R:1
C 1.02820 1.74362 0.04891 0.6 -0.6 0.2 -0.18
C -2.77161 -0.29623 2.41286 1.2 -0.6 -1.9 -0.09
C -1.66941 0.38631 2.85299 0.8 0.8 -1.0 -0.06
C -2.77678 -0.85447 1.15476 1.3 0.4 -1.3 -0.05
C -0.60105 0.59752 2.01552 0.2 -1.4 -1.1 0.00
C -1.61446 -0.72539 0.31151 -2.4 -1.8 -0.7 -0.04
C -0.53861 0.00434 0.71498 -0.5 0.8 2.1 -0.20
C 1.89004 -0.58152 0.62759 0.9 -0.7 1.2 -0.44
C 2.02774 0.34085 -2.21503 -3.7 0.4 -1.4 -0.04
C -0.45893 0.93084 -2.20746 0.1 -0.3 0.6 -0.05
C 0.67419 0.00259 -1.56526 -1.0 -0.1 -0.2 -0.31
C 0.74356 0.26929 0.00201 0.5 -0.2 -1.8 -0.30
N 1.28006 2.85172 -0.12909 -0.2 -0.3 0.4 0.21
N 1.66148 -1.97735 0.66339 -0.5 1.6 -1.0 0.16
O 2.88756 -0.09452 1.15445 -1.5 -0.5 -1.0 0.07
H -3.45561 -0.50799 3.13226 -2.6 -0.4 1.6 0.08
H -1.74222 0.84037 3.79744 0.4 0.4 1.2 0.10
H -3.62514 -1.33395 0.67301 0.0 -0.2 0.6 0.10
H 0.35345 0.96943 2.31700 0.1 0.9 0.7 0.12
H -1.72658 -1.37435 -0.61843 0.7 1.4 0.9 0.14
H 2.18669 1.34643 -1.92888 0.9 1.1 -0.5 0.07
H 1.89424 0.11803 -3.28018 -0.2 1.1 -0.2 0.09
H 2.80587 -0.28231 -2.06362 2.6 -2.0 1.7 0.04
H -0.24682 1.96309 -1.87812 0.2 -0.3 -1.0 0.07
H -1.51962 0.84807 -1.87847 0.8 -0.8 0.2 0.08
H -0.49357 0.73985 -3.29275 0.3 0.6 0.4 0.08
H 0.44015 -1.05344 -1.82820 0.0 0.5 0.7 0.13
H 0.86262 -2.36243 0.09990 1.6 0.3 1.0 0.12
H 2.50452 -2.50841 0.90691 -0.9 0.1 -0.3 0.12
```
Positions in Å, forces in eV/Å.

Its SMILES is CC(C)[C@](C#N)(C(N)=O)c1ccccc1. The HOMO energy is -9.49 eV. For the total energy, the calculation gives -650.376305 a.u. Its energy relative to the best compared isomer or geometry (same formula, charge and spin) is 215.2 kJ/mol.



This record from the OMol25 dataset describes a 3-piece molecular cluster, C5H13NO3 overall in a non-equilibrium geometry. The level of theory is ωB97M-V/def2-TZVPD.

Structure (XYZ):
```
22
Properties=species:S:1:pos:R:3:forces:R:3:lowdin_charge:R:1
C -0.95587 -0.84582 1.13246 -1.8 -0.7 -0.8 -0.21
C -1.68036 -0.77426 -0.88396 1.1 0.4 1.7 -0.09
N -0.91954 -1.41388 -1.77846 1.0 -0.3 -0.5 0.03
O -1.56316 0.29241 1.68887 0.2 0.2 0.2 -0.11
H -1.07920 1.06612 1.36289 0.0 -0.1 0.0 0.06
H 0.10439 -1.15010 -1.67510 -1.1 -0.4 -0.4 0.07
H -1.09663 -2.40509 -1.88453 0.1 0.2 0.0 0.10
H -0.19666 -1.31174 1.76584 0.5 0.3 -0.3 0.07
H -1.69800 -1.64788 1.15503 -0.3 0.0 0.2 0.07
H -2.68410 -1.14737 -0.71596 0.1 0.0 0.2 0.10
H -1.55122 0.29804 -0.82037 -0.2 0.1 -0.2 0.07
C 0.60708 1.97550 -1.18174 -0.1 -0.2 -0.2 -0.06
C 1.83267 -0.04190 1.48284 -0.6 -0.3 0.4 0.00
C 1.00275 0.05024 0.22242 1.8 0.8 -2.1 -0.53
O 0.48827 1.35880 0.10007 0.1 -0.9 0.4 -0.14
O 1.34241 -0.57471 -0.80510 -0.6 0.7 1.5 -0.01
H 1.65631 2.16667 -1.41693 0.0 0.0 0.1 0.10
H 0.05740 2.91346 -1.11949 0.1 -0.1 0.0 0.10
H 0.19069 1.35816 -1.97962 0.0 0.0 0.1 0.08
H 2.16228 -1.06886 1.64098 0.0 0.1 -0.1 0.09
H 2.70586 0.60334 1.35441 -0.1 0.0 -0.1 0.10
H 1.27462 0.29884 2.35545 0.1 0.0 0.0 0.09
```
Positions in Å, forces in eV/Å.

The HOMO energy is -7.67 eV. For the total energy, the calculation gives -478.653062 a.u. Its energy relative to the best compared isomer or geometry (same formula, charge and spin) is 426.3 kJ/mol.



This record from the OMol25 dataset describes one molecule with the formula C3H6N4S in a non-equilibrium geometry. The level of theory is ωB97M-V/def2-TZVPD.

Structure (XYZ):
```
14
Properties=species:S:1:pos:R:3:forces:R:3:lowdin_charge:R:1
C -0.65940 0.19755 -0.42222 0.9 -0.2 1.7 -0.38
C 0.74548 0.64940 -0.62996 1.8 -0.9 -1.5 -0.11
C 0.52361 -0.91859 1.03652 0.6 0.3 -0.6 -0.25
H -3.43651 0.22090 -1.22109 -0.4 0.8 0.8 0.07
H -2.87520 -0.51367 0.06512 0.5 1.7 -0.1 0.08
H 0.90001 1.68636 -0.37691 -0.1 0.4 0.7 0.11
H 1.09092 0.62604 -1.70419 -0.2 -0.6 1.1 0.13
H 3.40210 0.13277 1.49427 0.1 -1.3 -1.9 -0.06
H 0.91268 -1.56624 1.80603 -0.4 -0.3 0.3 0.11
N -2.87216 0.45740 -0.38331 -1.0 -2.6 -1.7 -0.02
N -1.63522 0.68984 -1.03481 -0.3 0.0 0.8 -0.01
N 1.49755 -0.28263 0.29737 -1.8 0.7 -1.1 -0.56
N -0.69526 -0.67566 0.74905 -0.4 0.4 -0.8 0.11
S 3.10139 -0.70346 0.32413 0.6 1.6 2.1 0.76
```
Positions in Å, forces in eV/Å.

Its SMILES is N/N=C1/CN(S)C=N1. The HOMO energy is -8.55 eV. For the total energy, the calculation gives -735.047472 a.u. Its energy relative to the best compared isomer or geometry (same formula, charge and spin) is 258.2 kJ/mol.